## P
This record from OMol25 describes a cluster of 3 separate species, C5H15NO2 in total. The level of theory is wB97M-V/def2-TZVPD.

Structure (XYZ):
```
23
Properties=species:S:1:pos:R:3
H -1.43054 1.53615 -2.29048
N -0.00237 1.82519 -0.74134
C 1.55910 -1.96379 1.49388
O 0.69337 -1.39112 -0.66499
H -0.95967 -0.44766 2.39045
H -2.07678 1.77685 -0.64634
H -0.12383 2.75357 -0.35698
H -1.33709 -2.05390 1.69451
H 2.63799 -1.79441 1.44467
H -0.39948 -0.65084 -1.09881
H 1.23724 -1.74029 2.50956
H -2.53409 -0.78514 1.71069
H 0.89551 0.01912 0.75867
H 1.97833 2.20074 -1.28661
H -1.42730 -0.51209 0.42658
C 1.06202 1.81904 -1.73648
O -1.37700 -0.08281 -1.04322
C -1.46627 -0.98047 1.58926
C -1.27161 1.30578 -1.22097
H 1.25262 0.79906 -2.07111
C 0.90434 -1.04880 0.51726
H 0.82502 2.42194 -2.62581
H 1.36051 -3.00612 1.24763
```

Computed properties:
Kohn-Sham gap, eV: 9.566
HOMO, eV: -8.8
SMILES: CC=O.CNCO.C

---

## Q
This record from OMol25 describes a cluster of 4 separate species, C5H15NO2 in total. The level of theory is wB97M-V/def2-TZVPD.

Structure (XYZ):
```
23
Properties=species:S:1:pos:R:3
H 0.16195 -1.48330 -1.76470
H -2.41905 -1.35013 -1.76985
O -2.14140 1.18985 0.20720
C 0.06950 -0.87514 0.33128
H -2.37579 0.34062 0.72667
H 0.98314 2.11749 -0.68512
H -2.53037 1.89615 0.72773
H 2.64818 -0.00061 -1.22298
C -0.51445 -0.92812 -1.09824
H -0.63364 0.03078 -1.52152
H 0.70005 -1.76108 0.44512
H 0.64349 0.02380 0.41721
H 3.69703 -0.63927 0.09397
H 1.66733 3.02332 0.77928
C 2.99228 0.10828 -0.22592
N -1.74347 -1.67254 -1.09681
H -0.76049 -0.95041 1.04038
H -3.33935 -1.50692 1.80229
C 2.75547 1.34122 0.35880
H 3.30522 1.57788 1.26964
H -2.20858 -1.66056 -0.15354
C 1.74349 2.21039 0.07133
O -2.70053 -1.03173 1.26778
```

Computed properties:
Kohn-Sham gap, eV: 2.962
HOMO, eV: -7.1

---

## R
This record from OMol25 describes a cluster of 3 separate species, C5H15NO2 in total. The level of theory is wB97M-V/def2-TZVPD.

Structure (XYZ):
```
23
Properties=species:S:1:pos:R:3
H 0.57418 -0.79616 -2.75598
N 0.39515 0.23398 0.39087
H -2.85172 0.71046 0.40614
H 1.14839 -2.44541 3.40259
C -1.84815 0.89132 0.01541
O 1.30807 2.82283 -0.61751
C -1.39807 -0.07263 -1.10739
H 1.04371 -0.22096 1.01546
C -0.76817 0.78876 1.09020
C 0.97388 -0.81682 -1.74262
H 0.95430 2.00602 -0.21517
O 1.04457 -2.54237 2.45621
C -0.08556 -0.70847 -0.64949
H -0.24794 -1.70555 -0.22124
H -1.15350 0.49940 -1.99390
H -1.06297 0.25275 1.99883
H 1.88164 3.22712 0.03927
H 1.62645 0.03944 -1.71155
H -2.17823 -0.79135 -1.36514
H 1.65933 -1.65885 -1.62220
H 1.31976 -3.40752 2.15410
H -1.83457 1.89913 -0.39720
H -0.50058 1.79490 1.43029
```

Computed properties:
Kohn-Sham gap, eV: 9.435
HOMO, eV: -8.9
SMILES: C[C@@H]1CCCN1.O.O

---

## S
This record from OMol25 describes a cluster of 2 separate species, C5H15NO2 in total. The level of theory is wB97M-V/def2-TZVPD.

Structure (XYZ):
```
23
Properties=species:S:1:pos:R:3
C -0.74408 2.43391 -0.82351
H 1.36008 0.12888 -1.94161
H -1.42716 -2.68980 -0.89447
H 1.38626 2.17955 -0.72759
N 0.52706 0.40995 -1.43596
H 0.50644 -0.55127 3.38476
C 0.70837 -0.18046 -0.12048
H -1.26862 3.13722 -1.47053
H 0.96339 -2.24103 -0.71279
C 0.30962 -1.65468 -0.07111
H -0.66885 2.93840 0.14152
H -1.39902 1.58748 -0.66346
O 1.43619 -0.33115 3.29292
H 0.06197 0.30080 0.62231
C -1.17277 -1.89548 -0.24983
H 0.74999 2.24012 -2.39746
C 0.55759 1.89005 -1.39158
O -1.75178 -2.12336 1.07902
H 0.57927 -1.97213 0.94279
H 1.58479 0.30229 2.59537
H -1.64927 -0.98522 -0.54159
H 1.69658 -0.04982 0.34726
H -2.34606 -2.87424 1.03602
```

Computed properties:
Kohn-Sham gap, eV: 10.119
HOMO, eV: -9.2
SMILES: CCNCCCO.O

---

Top of the stability list: R, leading by 84.0 kJ/mol.

---

## P
This record from OMol25 describes a structure of composition C19H15N3O7SV. The level of theory is wB97M-V/def2-TZVPD.

Structure (XYZ):
```
46
Properties=species:S:1:pos:R:3
V 0.36022 -1.50268 -1.92169
O -3.73365 -3.10596 0.21156
H 4.26317 2.41667 4.81430
C 3.33857 -0.39501 -2.41512
H -4.31719 0.51296 -4.46436
O -5.86686 -2.83917 0.20623
O -0.89284 -0.63005 -2.91522
C -4.43009 -0.12762 -3.60035
C 0.81281 0.76375 1.97659
O -1.12823 -0.86964 1.38655
O -0.49255 0.86144 -0.27152
C -1.95392 -0.20376 -3.58103
H 2.03817 0.29119 5.08187
H -6.57092 -0.06465 -3.58853
N 2.22319 -0.69775 -1.74110
C 2.17169 -0.64703 -0.39920
N -4.76143 -2.69316 -0.27817
H 1.07302 2.51028 0.77199
N 0.94335 -1.12954 0.04602
H -2.54299 -1.85319 -1.34642
C 2.07665 2.66627 2.67587
H 3.24259 -0.22863 1.42108
O -1.87656 0.33671 -4.65241
S -0.11280 -0.09045 0.75016
H 2.45639 3.66248 2.48401
H 5.30728 0.40234 0.19162
C -5.80345 -1.28659 -2.00723
H 3.29685 -0.48548 -3.49185
C 3.22138 2.72763 4.91764
C -3.38425 -1.43875 -1.88310
C 3.28443 -0.24732 0.34235
C 2.36214 2.04627 3.88928
O 0.56715 -3.01350 -2.22342
C 1.06625 0.12937 3.18574
H 3.18654 3.81049 4.80692
H 5.35837 0.27470 -2.29836
H 0.64870 -0.85107 3.37446
H -6.76360 -1.57158 -1.60427
C 4.46454 0.02111 -1.74849
C 4.42484 0.09223 -0.35310
C -4.64669 -1.76971 -1.42596
C -5.68314 -0.45372 -3.10920
C 1.30493 2.03204 1.71431
H 2.90235 2.47370 5.92787
C 1.84185 0.77455 4.13248
C -3.27627 -0.61013 -2.98881
```

Computed properties:
Kohn-Sham gap (spin up / spin down), eV: 8.916 / 9.059
HOMO (spin up / spin down), eV: -9.5 / -9.6
2S+1: 2

---

## Q
This record from OMol25 describes a structure of composition C19H15N3O7SV. The level of theory is wB97M-V/def2-TZVPD.

Structure (XYZ):
```
46
Properties=species:S:1:pos:R:3
C 3.12884 3.59913 3.99228
H 3.11791 0.23070 -1.55406
C 4.45693 3.63956 6.13050
C -5.34819 -1.39658 -1.30962
H 2.62330 1.74297 6.77172
C 1.93045 0.13412 1.51604
C -3.08153 -0.82596 -0.70420
H 5.34536 3.01348 6.02523
C -2.13244 1.43396 -1.33116
C -5.50734 -0.14314 -1.88121
O -2.92919 -3.25752 0.47400
O -0.18631 -1.51924 -0.35509
H 4.18263 3.64692 7.18483
C 4.35401 0.20576 0.21141
C 1.46214 1.61328 4.98199
V 0.09177 -0.08173 0.10860
N -3.96983 -3.04179 -0.10659
C 2.48536 2.11746 5.76463
C 4.31762 0.13246 1.61499
H -6.45380 0.11727 -2.33510
C 1.28685 2.10718 3.69559
O -0.95922 1.12861 -0.75233
S 0.00732 1.44266 2.68769
O -4.91872 -3.80017 -0.14064
N 2.00111 0.17554 0.18517
H 1.93787 3.48946 2.19842
O -0.18112 2.36764 1.60008
C -4.13390 -1.71532 -0.72872
C 3.11886 0.08400 2.27559
H -2.08788 -0.98676 -0.30913
C -3.25276 0.42644 -1.28198
H 4.72940 4.65342 5.84039
H -6.14591 -2.12431 -1.30354
H -4.57031 1.74950 -2.31960
H 5.24199 0.10015 2.17692
C 3.33450 3.11355 5.28082
C 2.10833 3.10506 3.19502
O -1.10409 1.04949 3.49381
H 3.77028 4.38431 3.61076
H 0.79294 0.85021 5.35860
O -2.28203 2.49047 -1.88285
H 3.05414 0.00426 3.35022
H 5.28919 0.23866 -0.32740
C -4.46466 0.77068 -1.87312
C 3.17425 0.20795 -0.47524
N 0.65383 0.03265 2.06340
```

Computed properties:
Kohn-Sham gap (spin up / spin down), eV: 8.750 / 9.134
HOMO (spin up / spin down), eV: -9.5 / -9.8
2S+1: 2

---

Top of the stability list: P, leading by 69.9 kJ/mol.

---

## P
This record from OMol25 describes the molecule C2H5NOS. The level of theory is wB97M-V/def2-TZVPD.

Structure (XYZ):
```
10
Properties=species:S:1:pos:R:3
C -0.16332 0.90290 0.19228
C -0.57763 -1.35786 -0.38947
O -1.38251 -1.44382 0.51663
N -0.16716 -0.19005 -0.83774
H -0.41796 0.43241 1.09008
S 1.38876 1.82191 0.57056
H -1.09122 1.64193 0.08894
H 2.03048 0.77001 1.07477
H -0.32253 -2.33091 -0.96717
H 0.70309 -0.24651 -1.33887
```

Computed properties:
Kohn-Sham gap, eV: 10.369
HOMO, eV: -9.7
SMILES: O=CNCS

---

## Q
This record from OMol25 describes the molecule C2H5NOS. The level of theory is wB97M-V/def2-TZVPD.

Structure (XYZ):
```
10
Properties=species:S:1:pos:R:3
O -0.27936 0.94137 1.44668
H 0.48812 -2.26626 1.88057
H -0.04843 -1.01491 2.78862
H -0.28985 0.70118 -2.52782
H 0.42833 1.57786 -0.94629
C 0.14524 -0.08078 1.00289
N 0.77847 -1.26836 2.12041
H -1.22349 1.07528 -1.08536
S 0.57336 -0.61834 -0.59214
C -0.19257 0.81454 -1.42280
```

Computed properties:
Kohn-Sham gap, eV: 10.316
HOMO, eV: -9.7
SMILES: CSC(N)=O

---

## R
This record from OMol25 describes the molecule C2H5NOS. The level of theory is wB97M-V/def2-TZVPD.

Structure (XYZ):
```
10
Properties=species:S:1:pos:R:3
H -1.36481 -0.86969 1.44671
C -0.26081 -1.15281 1.43949
O -0.37809 2.47968 -0.00382
C 0.11098 1.66335 -0.69872
N 0.61633 1.83331 -1.87368
H -0.19506 -2.28941 1.14275
H 0.44749 -0.82237 2.18893
H 1.03513 1.12121 -2.32891
S 0.05858 -0.28790 -0.26225
H 0.37436 2.65986 -2.30571
```

Computed properties:
Kohn-Sham gap, eV: 9.483
HOMO, eV: -8.8
SMILES: CSC(N)=O

---

Top of the stability list: P, leading by 47.1 kJ/mol.

---

## P
This record from OMol25 describes a cluster of 2 separate species, C2H5NOS in total. The level of theory is wB97M-V/def2-TZVPD.

Structure (XYZ):
```
10
Properties=species:S:1:pos:R:3
H 1.19965 1.69209 0.96259
H -2.49923 0.22375 1.36323
H -1.85295 -1.35132 -0.55154
S -1.54090 0.75411 0.59450
H -0.33510 -0.54479 -0.99142
O 2.61234 -0.14165 -1.47426
N 2.14496 0.50435 -0.60339
C 1.72699 1.07362 0.30887
H -0.46068 -1.40077 0.56489
C -0.99509 -0.80940 -0.17346
```

Computed properties:
Kohn-Sham gap, eV: 10.081
HOMO, eV: -9.3
SMILES: C#[N+][O-].CS

---

## Q
This record from OMol25 describes the molecule C2H5NOS. The level of theory is wB97M-V/def2-TZVPD.

Structure (XYZ):
```
10
Properties=species:S:1:pos:R:3
O 2.09464 -1.35389 -0.85006
C -1.04117 1.30107 0.08084
C 0.31579 -1.00548 0.49444
H -1.72908 1.77381 -0.60157
H -0.22427 1.96534 0.42581
N 1.47513 -1.56924 0.34013
H -1.63202 0.97125 0.96722
S -0.45179 -0.13956 -0.84372
H 1.55290 -0.72262 -1.37434
H -0.36012 -1.22068 1.36125
```

Computed properties:
Kohn-Sham gap, eV: 9.836
HOMO, eV: -9.3
SMILES: CS/C=N\O

---

## R
This record from OMol25 describes the molecule C2H5NOS. The level of theory is wB97M-V/def2-TZVPD.

Structure (XYZ):
```
10
Properties=species:S:1:pos:R:3
H -0.11213 1.37275 0.50467
S -1.91843 -0.28523 -0.40685
C 0.86968 -0.35621 0.01626
O 1.92133 -1.03886 -0.49781
C 0.79436 1.02423 -0.08732
H 0.08118 0.97098 -1.00210
N -0.37785 -0.95106 0.39106
H -2.73774 -0.50557 0.78044
H -0.17410 -1.88007 0.12449
H 1.65370 1.64905 0.17716
```

Computed properties:
Kohn-Sham gap, eV: 9.707
HOMO, eV: -10.0
SMILES: CC(=O)NS

---

Top of the stability list: Q, leading by 39.2 kJ/mol.

---

## P
This record from OMol25 describes a structure of composition C2H5NOS. The level of theory is wB97M-V/def2-TZVPD.

Structure (XYZ):
```
10
Properties=species:S:1:pos:R:3
H 1.97004 -1.68012 -1.39894
O -1.01603 -0.13348 1.49729
C 1.56961 -1.23488 -0.08866
H 0.69755 -1.72791 0.74580
H -1.92003 1.58841 -1.37877
H -2.46120 1.55673 0.51204
N -1.42750 1.73288 0.08473
C -0.74945 0.52170 0.43233
S 0.59878 0.24833 -0.80347
H 2.73823 -0.87167 0.39765
```

Computed properties:
Kohn-Sham gap, eV: 8.775
HOMO, eV: -9.4

---

## Q
This record from OMol25 describes a cluster of 3 separate species, C2H5NOS in total. The level of theory is wB97M-V/def2-TZVPD.

Structure (XYZ):
```
10
Properties=species:S:1:pos:R:3
H 0.26590 -1.96268 -1.44103
H 0.11437 -1.11197 1.86348
N -1.12361 -0.52509 0.87635
H -1.04101 0.26473 2.51048
S 1.48644 -1.20001 -1.06688
C 0.37646 0.40465 -0.84829
H 1.29122 0.79682 -0.32013
C -0.65687 0.54541 0.05593
H 0.15755 0.95313 -1.91538
O -0.87044 1.83502 0.28547
```

Computed properties:
Kohn-Sham gap, eV: 7.445
HOMO, eV: -9.6

---

## R
This record from OMol25 describes the molecule C2H5NOS. The level of theory is wB97M-V/def2-TZVPD.

Structure (XYZ):
```
10
Properties=species:S:1:pos:R:3
C -0.15191 0.46166 0.32748
H -0.38366 1.48996 0.29668
H 1.72412 0.26263 -1.74118
S -2.67721 0.17362 0.30588
H 0.91055 -1.19341 -0.21521
N -1.11930 -0.43015 0.32184
C 1.20260 -0.14110 0.09691
O 2.00189 0.51884 -0.84891
H -3.33392 -0.99158 0.44508
H 1.82685 -0.15047 1.01143
```

Computed properties:
Kohn-Sham gap, eV: 9.634
HOMO, eV: -8.9
SMILES: OC/C=N/S

---

## S
This record from OMol25 describes the molecule C2H5NOS. The level of theory is wB97M-V/def2-TZVPD.

Structure (XYZ):
```
10
Properties=species:S:1:pos:R:3
N 0.13945 -0.21578 -0.03426
H -0.26749 -2.23315 -0.05389
H 2.18002 -0.51572 1.06464
S 1.73362 -0.80782 -0.20393
H 0.18286 1.83835 0.72584
H 0.29276 1.65637 -1.00970
H -1.29878 1.31454 -0.21531
O -1.99162 -1.01596 -0.13707
C -0.18302 1.18163 -0.11375
C -0.78781 -1.20247 -0.02257
```

Computed properties:
Kohn-Sham gap, eV: 10.332
HOMO, eV: -9.8
SMILES: CN(S)C=O

---

Top of the stability list: S, leading by 84.7 kJ/mol.

---

## P
This record from OMol25 describes a structure of composition C2H5NOS. The level of theory is wB97M-V/def2-TZVPD.

Structure (XYZ):
```
10
Properties=species:S:1:pos:R:3
O 2.74426 0.59740 0.04514
N -0.13455 1.66399 -0.22215
H 0.65409 2.16607 0.12796
S 1.85582 -0.57582 -0.03067
C 0.23108 -0.18436 -0.00910
H -1.58191 -0.83869 -1.02019
C -0.88224 -1.14918 -0.17491
H -0.51405 -2.14374 -0.06182
H -0.82727 1.72495 0.61397
H -1.54523 -1.26064 0.73176
```

Computed properties:
Kohn-Sham gap, eV: 9.071
HOMO, eV: -9.2

---

## Q
This record from OMol25 describes a cluster of 2 separate species, C2H5NOS in total. The level of theory is wB97M-V/def2-TZVPD.

Structure (XYZ):
```
10
Properties=species:S:1:pos:R:3
C -0.47915 0.14959 0.12277
C 0.05023 -0.43646 1.22537
H -0.79798 0.66040 -2.11150
O 0.38498 0.44281 -2.19682
S -1.62708 1.26315 -0.15446
H -0.58602 -1.35141 1.72079
H 0.14170 0.32604 2.01681
H 1.17469 -0.72438 0.88385
H 1.58914 0.00803 -0.54295
N 0.14949 -0.33776 -0.96386
```

Computed properties:
Kohn-Sham gap, eV: 8.270
HOMO, eV: -9.3

---

Top of the stability list: P, leading by 320.6 kJ/mol.

---

## P
This record from OMol25 describes a cluster of 2 separate species, C6H17N2 in total. The level of theory is wB97M-V/def2-TZVPD.

Structure (XYZ):
```
25
Properties=species:S:1:pos:R:3
H 0.99609 2.14310 1.37850
H -0.61663 -3.54670 -0.53695
H -1.75853 -1.11999 1.00070
C -1.42927 -1.70632 0.14474
H -1.28362 -3.59895 1.07573
H 0.03811 -0.10605 -0.64857
N 0.99274 0.30224 -0.64372
N 0.35092 3.85126 0.37293
C -0.68959 -2.98422 0.39571
H 1.49384 -0.10468 -1.43410
H -1.57779 -1.80165 -1.97939
H 0.42955 2.06523 -1.62474
H 1.21701 -3.75631 1.05329
H 1.44070 -0.04170 0.20883
C 0.99536 1.80731 -0.73265
H -2.41604 -0.38080 -1.15058
H -0.49365 4.13342 -0.11699
H 2.03038 2.12522 -0.82147
H 0.73866 -2.29320 1.93978
C -1.80324 -1.27176 -1.06026
C 0.36625 2.39916 0.52213
H -0.61480 1.93738 0.69875
C 0.71592 -2.79263 0.97251
H 0.25561 4.27131 1.29219
H 1.32679 -2.22151 0.26138
```

Computed properties:
Kohn-Sham gap, eV: 10.443
Net charge: +1
HOMO, eV: -13.6

---

## Q
This record from OMol25 describes a cluster of 2 separate species, C6H17N2 in total. The level of theory is wB97M-V/def2-TZVPD.

Structure (XYZ):
```
25
Properties=species:S:1:pos:R:3
H 2.81262 -0.93612 -1.34755
C 2.25924 -1.63716 -1.96901
H 0.40953 0.86536 1.41134
C -1.23816 -0.40644 1.73575
H -0.82337 -1.24662 1.18645
H 1.23090 -0.01061 -2.95027
N -1.17271 0.14348 -1.82656
H -2.05535 0.08376 1.16548
N -0.23863 0.56333 2.11534
C -0.00971 -0.72028 -1.40681
H 2.91586 -1.95312 -2.77733
H 0.51689 -1.56987 -3.30713
H -1.33903 1.20566 3.78675
H 2.00372 -2.54719 -1.42407
H 0.70500 3.10780 2.53155
H -1.69004 -0.85281 2.61899
H -1.70374 -0.21901 -2.62239
H -0.48865 -1.62485 -1.03381
H 0.43849 -0.15874 -0.58979
C -0.57650 1.50412 3.07784
H -1.78731 0.31501 -1.02697
C -0.02990 2.71227 3.22213
H -0.82944 1.06023 -2.13574
C 0.98974 -0.99018 -2.51084
H -0.29945 3.31198 4.07664
```

Computed properties:
Kohn-Sham gap, eV: 7.145
Net charge: +1
HOMO, eV: -10.9

---

Top of the stability list: P, leading by 57.3 kJ/mol.